[1]
13
Properties=species:S:1:pos:R:3:forces:R:3 method="wB97M-V/def2-TZVPD" charge=+1 homo_lumo_gap_ev=8.47 multiplicity=1 smiles="[H]/N=C(/C)C=[N+]=C"
C 0.87776 -0.86124 1.88510 -0.5464 0.2933 -1.4472
C 0.16781 -0.64428 0.53642 -0.0679 -0.4111 1.8959
C 0.78918 0.47057 -0.23156 0.1415 -0.6348 -0.5064
N 0.21855 1.12771 -1.19622 -0.3726 -0.6123 0.6893
C -1.02152 1.16044 -1.53886 0.1226 1.1178 -0.6105
N -0.96664 -1.20132 0.26699 2.3138 1.7616 -1.4102
H 0.33090 -1.70571 2.27753 0.4258 -0.2024 0.6556
H 0.77799 0.03242 2.49876 -0.1375 -0.0588 0.1759
H 1.94322 -1.00778 1.69889 -0.0927 -0.4003 0.2144
H 1.80840 0.71245 0.05036 -0.1653 0.6685 0.2527
H -1.87309 0.95121 -0.88384 0.2176 0.5194 0.4241
H -1.22144 1.58239 -2.53318 -0.1066 -0.8330 0.0518
H -0.96304 -0.82483 -0.70013 -1.7324 -1.2080 -0.3854

---

[2]
40
Properties=species:S:1:pos:R:3:forces:R:3 method="wB97M-V/def2-TZVPD" homo_lumo_gap_ev=8.78 multiplicity=1
Kr 0.30083 -0.54816 0.52497 -0.0072 0.0264 0.0286
O -1.68559 -3.65603 0.31460 -0.2023 -0.1019 0.2425
H -1.66076 -3.27538 -0.56331 0.0982 0.2755 -0.5089
H -0.83741 -4.08871 0.41264 0.2735 -0.1640 0.0730
O 1.78438 -2.41399 -2.08562 -0.0657 -0.4203 -0.0247
H 1.83149 -1.45854 -2.11910 -0.0812 0.6503 -0.0250
H 1.90173 -2.69204 -2.99399 0.3798 -0.2321 -0.2030
O 0.12143 2.18512 -2.06746 -0.2649 0.7758 0.2604
H 0.80273 1.52652 -2.20279 0.3167 -0.4618 -0.0202
H -0.20516 2.37672 -2.94658 -0.2060 -0.0250 -0.2178
O 1.37940 3.03407 0.68875 0.1583 0.0463 -0.0462
H 1.16671 3.65207 -0.01058 0.0024 0.0933 -0.3068
H 0.66440 3.12846 1.31811 -0.4318 0.0294 0.1730
O -1.84421 3.16684 -0.35233 -0.2932 0.2886 0.3910
H -1.13155 2.77886 -0.86009 0.6359 -0.3593 -0.4435
H -2.31226 3.71894 -0.97871 -0.1688 0.2199 -0.0328
O 0.32060 0.14108 4.32424 -0.4813 -0.4338 0.4238
H 0.86053 0.43141 3.58912 0.2549 0.1385 -0.3915
H 0.46823 0.79799 5.00461 -0.0780 0.0822 0.1626
O 2.01549 0.38099 -2.88840 0.0181 -0.2560 0.1550
H 2.87748 0.65346 -2.57383 0.3875 0.1557 0.2312
H 2.12486 0.28407 -3.83438 -0.0789 0.0027 -0.3949
O -2.90066 2.27009 2.12905 -0.0513 -0.1833 0.6160
H -3.68210 2.58570 1.67520 -0.0932 0.0485 -0.1316
H -2.18902 2.40406 1.50307 -0.0091 0.1091 -0.3295
O -1.88895 -2.89561 2.96101 -0.0536 -0.0034 0.5619
H -1.77205 -2.85572 2.01181 -0.1017 -0.1875 -0.6041
H -1.87465 -1.98106 3.24321 0.0854 0.2333 0.2362
O 2.52264 -3.15594 0.60843 -0.0055 -0.1654 0.3673
H 2.24187 -2.92666 -0.27747 -0.1269 -0.0264 -0.4325
H 3.40836 -2.79994 0.67915 0.1928 0.0410 0.1211
O 2.08839 1.46121 2.74700 0.2403 -0.1852 0.2545
H 2.34265 2.02051 3.48101 0.1721 0.0756 0.2573
H 2.12437 2.03676 1.98302 0.1255 0.1199 -0.5506
O -0.99876 -2.68950 -2.43620 -0.3586 -0.0407 -0.0836
H -0.08190 -2.69520 -2.71109 0.3571 0.0418 0.4111
H -1.47837 -3.02585 -3.19321 -0.3585 -0.0518 -0.1124
O -2.31986 0.40661 -1.61129 -0.2213 -0.2851 -0.4465
H -1.55540 0.59627 -1.06737 0.1558 -0.0160 0.1308
H -2.92979 1.12050 -1.42533 -0.1153 0.1450 0.2088

---

[3]
80
Properties=species:S:1:pos:R:3:forces:R:3 method="wB97M-V/def2-TZVPD" charge=+1 homo_lumo_gap_ev=7.59 multiplicity=1
Ba -0.11772 -1.40458 1.13610 4.3053 -0.4356 -1.2113
C 2.99393 0.77582 3.11643 -0.0712 -0.0379 -0.0463
N 1.96023 -0.19500 3.47655 -0.1054 -0.0621 -0.1419
C 2.57625 -1.33163 4.16098 0.0295 0.0478 -0.0827
C 0.95705 0.45127 4.34141 -0.1260 0.1260 -0.0489
C -0.24099 1.00298 3.57149 0.1945 -0.1616 0.1393
N -0.92914 -0.10363 2.93260 -0.3462 0.8140 1.0119
C -2.19308 -0.44190 3.21180 -0.4861 -0.0912 0.0800
C -2.60673 -1.73940 2.83144 -0.3626 0.2240 0.1459
F -1.60699 -2.56463 2.29965 -2.3059 -1.8219 1.9293
C -3.87811 -2.24725 2.95479 -0.0361 -0.1169 -0.0050
F -4.10402 -3.50060 2.54038 -0.0261 -0.0643 -0.0113
C -4.88710 -1.48594 3.49762 0.0693 0.0985 -0.0091
C -4.53245 -0.20404 3.89923 -0.0251 -0.1926 -0.0116
F -5.47711 0.58376 4.40857 -0.0484 0.1185 0.0648
C -3.25813 0.30560 3.77856 0.1228 -0.0412 -0.1343
F -3.05150 1.58025 4.15384 0.0374 0.0883 0.0139
H 3.57001 1.09344 3.99629 -0.0210 0.0372 -0.0011
H 2.53142 1.65717 2.67027 0.0373 0.0157 -0.0123
H 3.68998 0.34529 2.39590 -0.0087 0.0139 -0.0067
H 3.08608 -1.02958 5.08570 -0.0153 -0.0193 0.0210
H 3.31806 -1.79932 3.51038 0.0099 0.0040 0.0141
H 1.81517 -2.07166 4.40978 0.0034 -0.0010 0.0278
H 1.41818 1.25980 4.92451 0.0549 -0.0730 0.0697
H 0.56736 -0.28778 5.04303 0.0476 -0.0102 0.0194
H 0.10241 1.71159 2.80516 0.0118 0.1018 0.0984
H -0.84806 1.55159 4.28904 -0.0868 0.1165 -0.1122
H -5.89803 -1.84724 3.60366 0.0169 -0.0380 -0.0048
C 3.58906 -1.11273 -2.61167 -0.0901 -0.0217 0.0809
As 2.24302 -0.99929 -1.18053 0.5239 0.0368 -0.5621
C 3.45017 -1.59412 0.24960 -0.1147 -0.0656 0.0247
C 2.28233 0.91430 -0.70352 -0.1254 0.0395 -0.0222
C 1.51576 1.91214 -1.60141 -0.1812 0.0276 0.0326
C 1.30207 3.18601 -0.77527 0.0220 -0.1062 -0.0954
C 0.16666 1.34173 -2.05918 0.0655 0.0757 0.0971
As -1.07410 0.67370 -0.67742 -0.7924 1.6749 -1.4218
C -2.34428 -0.09410 -1.95135 -0.0743 -0.0527 -0.0573
C -2.13355 2.26499 -0.26157 0.0112 -0.0139 0.0096
C 2.37893 2.21454 -2.83533 0.0262 0.1235 -0.0933
As 1.86238 3.36132 -4.39854 -0.1516 -0.1989 0.1283
C 0.61055 2.12962 -5.29739 -0.0353 0.0703 -0.0534
C 0.48449 4.60862 -3.74291 0.0460 -0.0017 -0.0386
H 3.17267 -0.94108 -3.60171 -0.0954 0.0252 0.0498
H 4.00568 -2.11949 -2.59060 -0.0068 -0.0022 0.0149
H 4.38539 -0.39337 -2.42470 0.0039 -0.0032 0.0100
H 4.39963 -1.06299 0.19763 -0.0167 0.0672 0.0419
H 3.64338 -2.66077 0.13685 -0.0211 -0.0025 -0.0020
H 2.99798 -1.42125 1.22931 0.0759 0.0055 0.0208
H 3.32486 1.23134 -0.61786 0.0092 -0.0384 0.0751
H 1.85557 0.95283 0.30905 0.0683 0.0037 0.0316
H 0.72670 2.95993 0.12573 0.0121 0.0673 0.0460
H 0.76671 3.94009 -1.34921 -0.0059 -0.0130 0.0989
H 2.26101 3.60844 -0.46845 -0.0049 -0.0027 0.0225
H 0.33856 0.48962 -2.72444 -0.0789 0.0086 -0.0206
H -0.37700 2.09509 -2.63167 0.0086 -0.0563 0.0359
H -2.57125 0.64214 -2.72234 -0.0015 0.0271 0.0192
H -3.26921 -0.36417 -1.44183 0.0123 -0.0034 0.0135
H -1.92922 -0.98382 -2.42089 0.0327 -0.0015 0.0194
H -2.43452 2.75756 -1.18597 0.0073 0.0052 -0.0021
H -1.59607 2.97187 0.36579 0.0691 -0.0463 0.0064
H -3.02477 1.94357 0.27769 0.0000 -0.0083 -0.0089
H 2.63356 1.26888 -3.32308 0.0589 0.0557 -0.0557
H 3.32400 2.64728 -2.49490 0.0136 -0.0290 0.0117
H 1.05393 1.13906 -5.40089 0.0438 0.0151 0.0200
H 0.42377 2.51541 -6.29927 0.0077 -0.0020 0.0021
H -0.34523 2.04463 -4.78030 0.0486 -0.0109 -0.0193
H 0.91043 5.34949 -3.06851 0.0210 -0.0136 -0.0062
H -0.36239 4.11648 -3.26539 0.0196 0.0127 0.0009
H 0.11802 5.13719 -4.62344 0.0109 -0.0131 -0.0136
Cl -4.97508 -4.63646 -0.77047 -0.0677 0.0096 0.0076
C -3.32353 -4.34930 -1.14062 0.2100 0.0319 -0.1180
C -2.65142 -5.11946 -2.07780 -0.0201 0.0135 0.0344
C -1.31893 -4.83364 -2.32950 -0.0562 0.0045 0.0264
C -0.70894 -3.80714 -1.62920 0.0496 -0.0546 -0.0590
N -1.35254 -3.06596 -0.72376 -0.1972 -0.2241 -0.2192
C -2.63829 -3.32798 -0.49949 -0.2097 -0.0547 0.0407
H -3.16179 -5.92115 -2.59423 -0.0119 0.0114 0.0046
H -0.76311 -5.40556 -3.05890 0.0221 0.0087 0.0127
H 0.33279 -3.56061 -1.80123 -0.0099 0.0105 0.0116
H -3.16177 -2.70779 0.21994 -0.0005 -0.0302 0.0212

---

[4]
40
Properties=species:S:1:pos:R:3:forces:R:3 method="wB97M-V/def2-TZVPD" charge=+1 homo_lumo_gap_ev=10.96 multiplicity=1
O 0.20906 0.62101 0.82344 0.0495 0.7827 0.1073
H -0.23256 0.05033 1.49910 -0.0549 0.0841 0.3376
H -0.13046 0.55632 -0.10750 -0.1741 -0.2131 -0.4441
H 1.19164 0.70340 0.91017 -0.2862 -0.4607 0.2879
C -2.17385 -1.50886 -1.07350 -0.5361 0.7384 0.6446
C -2.00272 -0.41844 -2.09426 0.0981 0.9648 0.2529
C -3.23680 0.46697 -2.24799 -0.0718 -0.1061 -1.0375
O -0.91064 0.45467 -1.63876 0.1315 -0.2877 0.0577
H -1.20572 -1.91772 -0.79232 -0.1663 -0.5200 -0.1870
H -2.94880 -2.20589 -1.38826 0.4964 -0.4282 -0.2330
H -2.62528 -1.07107 -0.17274 0.2477 0.1246 0.0473
H -1.64920 -0.81374 -3.04999 -0.3464 -0.1605 -0.0100
H -3.14193 1.15395 -3.09592 0.2385 -0.1227 -0.0380
H -3.42480 1.12130 -1.39894 0.0186 -0.4353 0.3553
H -4.10635 -0.14471 -2.49922 -0.0765 0.0509 0.3143
H -0.62493 0.92195 -2.43018 0.1950 0.2060 0.2321
C -0.28959 3.70115 -0.38766 0.7318 0.3134 -0.8018
O 1.01680 3.08613 -0.39663 -0.3189 0.0270 -0.3246
H -0.23028 4.76155 -0.65902 0.1988 0.0402 0.5043
H -0.88107 3.28909 -1.21241 -0.4415 -0.4029 0.6352
H -0.67060 3.57646 0.61966 -0.4034 -0.0770 -0.2078
H 1.30905 3.13844 -1.31302 0.2991 0.0341 0.1558
C 4.01346 0.55513 1.52190 0.1823 -0.3143 -0.4220
O 2.69952 0.11737 1.88779 -0.3372 0.4378 -0.1914
H 4.57320 1.02600 2.32773 -0.1533 -0.1880 0.2234
H 4.55292 -0.30062 1.11055 0.2927 0.1520 0.1206
H 3.91458 1.29340 0.72823 -0.2112 -0.0157 0.0373
H 2.72580 -0.59487 2.53316 0.1965 0.1104 0.1014
C 1.65747 -2.14228 -1.44236 1.0842 0.1548 0.4468
O 1.40903 -1.67705 -0.09788 0.0998 -0.3915 -0.5835
H 2.65641 -2.58816 -1.48883 -0.1341 -0.2160 0.0430
H 0.95290 -2.91857 -1.71945 -0.3010 0.2822 -0.1158
H 1.72834 -1.28845 -2.11843 -0.6175 -0.1265 -0.2197
H 2.28467 -1.53519 0.27061 -0.1338 0.1682 0.3078
C -0.97690 -1.90726 2.97999 -0.6056 -0.8019 -0.1120
O -1.05872 -0.48286 2.93431 0.4118 -0.2160 -0.4323
H -1.81028 -2.36627 2.43405 0.0011 0.2302 0.0467
H -0.07130 -2.26636 2.48758 0.1268 0.2759 0.2117
H -1.04258 -2.27505 4.00429 0.2883 0.0449 -0.0404
H -1.44948 -0.17120 3.75273 -0.0186 0.2615 -0.0703

---

[5]
22
Properties=species:S:1:pos:R:3:forces:R:3 method="wB97M-V/def2-TZVPD" homo_lumo_gap_ev=9.52 multiplicity=1 smiles=Cc1ccc(O)cc1.CO
C 1.13216 0.98892 3.23918 0.1139 0.9402 0.0640
O 1.36783 -0.35491 2.89061 -0.2551 -0.3055 0.1502
H 0.52787 -0.83298 2.92692 0.2745 0.1711 -0.0364
H 0.81012 1.60806 2.39291 -0.2167 -0.2635 -0.0902
H 2.05945 1.45363 3.57423 0.1918 -0.3265 0.0274
H 0.42219 1.12531 4.05836 -0.1140 -0.2305 -0.0525
C 1.37958 1.46729 -1.24969 0.0383 0.0305 0.2891
C -1.56296 -0.68444 -2.25684 -0.7140 0.1321 0.6922
C -1.68634 -1.53714 -1.15118 0.0702 0.1571 -0.7605
C -0.56509 0.25607 -2.28658 1.0737 -0.1951 0.2112
C 0.42896 0.29597 -1.29051 -0.3185 0.7126 0.2339
C -0.68742 -1.55064 -0.21257 0.2097 0.3143 0.4028
C 0.35911 -0.61429 -0.26269 -0.9423 -0.9752 -0.1003
O -2.76143 -2.40592 -1.08937 0.1637 -0.3891 0.0694
H -2.37560 -0.68106 -2.96377 0.0186 -0.0604 -0.3659
H -0.45610 0.96307 -3.09229 -0.3078 0.1253 -0.2529
H -0.73738 -2.22177 0.63258 -0.1088 -0.1839 -0.0044
H -3.54127 -1.97467 -0.73243 0.0409 0.1911 0.0056
H 2.17078 1.37464 -0.50208 -0.1117 -0.2825 -0.0344
H 0.84055 2.38943 -0.99255 0.0310 -0.1743 -0.2034
H 1.01904 -0.66532 0.57646 0.6975 0.4120 0.1187
H 1.85594 1.60074 -2.20868 0.1650 0.2004 -0.3635

---

[6]
14
Properties=species:S:1:pos:R:3:forces:R:3 method="wB97M-V/def2-TZVPD" charge=-1 homo_lumo_gap_ev=8.03 multiplicity=1
C 0.54364 1.00083 -0.28278 -0.9678 -0.4375 -0.0810
C 1.93712 0.86492 -0.52056 -2.2383 2.3160 -0.2896
C -1.51482 0.16200 0.48810 -0.4642 0.8116 -1.2533
C -2.31370 -1.05442 0.15812 -0.8696 -2.5458 0.6328
N -0.22714 -0.01808 0.14681 1.4545 1.3887 -0.4666
N 2.61532 -0.18778 -0.00033 1.9781 -0.1142 -1.4733
O 3.88291 -0.09884 -0.08445 -0.6009 -0.4347 0.5035
O -2.04591 1.16590 0.93002 -0.2669 0.9053 0.7333
O 2.03039 -1.17968 0.38093 0.3930 -0.8185 0.8982
H 0.00689 2.01127 -0.53916 1.1053 -1.7092 0.3171
H 2.51906 1.61772 -1.08439 -0.4106 -0.6440 0.8562
H -3.45191 -1.01656 0.03791 1.6972 0.6506 -0.0147
H -2.18525 -1.71899 1.08101 -0.0034 0.4301 -1.2910
H -1.79660 -1.54829 -0.71124 -0.8064 0.2016 0.9284

---

[7]
9
Properties=species:S:1:pos:R:3:forces:R:3 method="wB97M-V/def2-TZVPD" homo_lumo_gap_ev="8.91 / 9.58" multiplicity=1
C -1.22894 -0.81252 0.90773 2.2513 2.9536 -0.3056
C 0.65986 0.19598 -0.47230 1.3217 -1.7468 1.8663
O 0.26775 1.41714 -0.87897 -1.0866 -2.3660 0.6513
F 0.98040 -0.72908 -1.42792 -0.7458 1.2969 0.2555
F 1.87760 0.14503 0.35483 -2.5631 0.9673 -1.4320
H -1.10227 0.09107 1.48037 -0.1377 -0.2592 0.6499
H -1.76582 -0.67109 0.04863 -1.7001 -0.1689 -1.8989
H -0.64862 -1.65169 1.04664 0.8506 -1.7572 0.6016
H 0.96005 2.01516 -1.05901 1.8097 1.0803 -0.3880

---

[8]
9
Properties=species:S:1:pos:R:3:forces:R:3 method="wB97M-V/def2-TZVPD" charge=+1 homo_lumo_gap_ev="7.07 / 7.06" multiplicity=1
C -1.94773 -0.92522 0.06026 0.0967 5.0779 -0.1246
C 1.48701 -0.20519 -0.05852 3.3598 -1.4387 1.0226
N -0.14023 1.22654 -0.07772 -1.1950 1.5136 -1.6807
O -1.85964 0.21435 0.04526 -2.1777 -4.5281 0.4415
O 1.02761 0.90586 0.30543 2.9028 -1.3855 0.1863
H -1.96926 -1.97137 0.01849 0.1197 -1.4965 0.0360
H 2.54648 -0.47805 0.22096 -1.4214 0.8791 0.1631
H 1.02939 -0.96425 -0.65423 -1.0852 0.3231 -0.5966
H -0.17361 2.19733 0.14006 -0.5997 1.0551 0.5524

---

Number 1: E_tot -265.734872 Ha. Number 2: E_tot -3747.311619 Ha. Number 3: E_tot -8772.392860 Ha. Number 4: E_tot -734.031410 Ha. Number 5: E_tot -462.484373 Ha. Number 6: E_tot -490.591141 Ha. Number 7: E_tot -353.433538 Ha. Number 8: E_tot -283.286489 Ha.